The following is a quantum chemistry calculation of the molecule C4H9NOS, from the Open Molecules 2025 dataset.

Values from the calculation:
HOMO-LUMO gap	9.44	eV
HOMO energy	-8.7	eV
energy relative to the best compared isomer or geometry (same formula, charge and spin)	93.7	kcal/mol
lowest unoccupied orbital energy	0.72	eV

Geometry (Å):
C  -0.700223  0.758705  -0.646104
C  1.030484  1.782295  0.760286
C  -0.124312  -0.456615  1.346059
C  0.027040  0.648820  0.455955
N  0.263747  -2.319486  -1.382823
O  -1.564289  -0.278289  -1.016468
S  -0.654882  -1.357413  -2.100882
H  -0.724496  1.594046  -1.392806
H  1.691159  1.910269  -0.052687
H  1.568005  1.395440  1.667639
H  0.599962  2.819477  0.895082
H  -0.354948  -0.147588  2.372122
H  0.638460  -1.181048  1.338316
H  -1.037471  -1.106962  1.147569
H  1.127154  -1.933206  -1.101120
H  -1.785390  -2.128445  -2.290138

Forces on atoms 1 to 3 (eV/Å):
-0.8 -0.2 -1.3
-1.0 -0.5 1.7
-3.0 -2.2 1.8

Atomic partial charges in e from the Löwdin method, atoms 1 to 5:
1. C -0.237
2. C -0.045
3. C -0.094
4. C -0.360
5. N -0.376



The following is a quantum chemistry calculation of an isolated ion of composition C7H10N4 and charge +2, from the Open Molecules 2025 dataset.

Values from the calculation:
HOMO-LUMO gap	8.62	eV
SMILES	C=C1CC=C2C(=[NH2+])NC=N[N@H+]12
HOMO energy	-17.8	eV
net charge	+2
energy relative to the best compared isomer or geometry (same formula, charge and spin)	64.3	kcal/mol
lowest unoccupied orbital energy	-9.21	eV

Geometry (Å):
C  0.204113  -1.756045  -0.305919
C  -1.166807  1.923878  -0.159274
C  -0.366522  -0.693245  0.278495
C  -1.710934  -0.210878  0.666174
C  1.717512  0.030727  -0.692590
C  2.675205  0.940377  -0.860824
C  1.540377  -1.408965  -0.941716
N  0.109137  1.709809  -0.142666
N  -2.026285  1.104519  0.421787
N  -2.459239  -0.947255  1.417638
N  0.549595  0.492358  0.189297
H  -0.053385  -2.811640  -0.508142
H  -1.429500  2.806995  -0.738441
H  2.544129  1.886002  -0.361219
H  3.677992  0.929905  -1.298119
H  2.290575  -1.963999  -0.300805
H  1.566820  -1.705791  -2.013963
H  -2.986275  1.489045  0.614944
H  -2.168706  -1.918764  1.654135
H  -3.373536  -0.530919  1.829248
H  0.865733  0.633886  1.251959

Forces on atoms 1 to 3 (eV/Å):
0.4 -0.3 -1.1
4.3 1.4 -1.3
-0.6 1.0 -1.5

Atomic partial charges in e from the Löwdin method, atoms 1 to 5:
1. C 0.103
2. C -0.072
3. C -0.063
4. C -0.184
5. C -0.199



The following is a quantum chemistry calculation of the molecule C20H18F3N7O2, from the Open Molecules 2025 dataset.

Values from the calculation:
HOMO-LUMO gap	8.81	eV
SMILES	Cc1cc(-n2nc(CO)cc2NC(=O)c2ccc(C(F)(F)F)c(-c3ccn(C)n3)c2)n[nH]1
HOMO energy	-8.7	eV
energy relative to the best compared isomer or geometry (same formula, charge and spin)	40.1	kcal/mol
lowest unoccupied orbital energy	0.10	eV

Geometry (Å):
O  1.294535  -4.534896  1.019894
F  -2.962607  1.104253  2.705839
F  -2.624532  0.136501  4.691861
F  -4.052867  -0.729007  3.359349
N  -0.408470  1.659476  3.966017
N  0.123642  -0.050221  -2.707616
N  2.526557  0.485843  -1.160697
O  3.656898  2.653058  -0.011541
C  1.308402  -3.306754  0.939560
C  -0.099253  1.048161  2.865606
C  0.711685  -0.964053  -1.947792
C  3.613065  0.326182  -0.444479
C  3.718651  -1.031473  0.048557
C  0.736077  1.898605  2.013922
C  -0.063900  -2.214957  -2.100387
C  2.595852  -1.653495  -0.439199
C  0.879067  3.055508  2.690716
C  -1.113739  -1.966476  -2.870356
C  -1.009749  -2.992891  1.724806
C  0.531987  -1.146681  1.936731
C  -2.005310  -2.190336  2.267302
C  0.254051  -2.457693  1.536397
C  -0.471747  -0.343968  2.534869
C  -1.753508  -0.889693  2.710078
N  -0.981636  -0.640075  -3.250133
N  2.300658  -2.922238  0.042070
N  1.902409  -0.729247  -1.232871
N  0.110517  2.913321  3.852472
C  -2.244169  -2.900866  -3.245242
C  4.484030  1.483873  -0.067788
C  -2.888197  -0.072524  3.390787
C  -0.077878  3.863552  4.948406
H  3.058459  2.585321  -0.791824
H  4.440210  -1.352774  0.770891
H  1.164532  1.749729  1.050276
H  0.180781  -3.129702  -1.568996
H  1.395603  3.909884  2.296815
H  -1.254925  -3.993725  1.430361
H  1.543666  -0.730011  1.836622
H  -2.982276  -2.670995  2.343621
H  -1.679110  -0.106644  -3.783768
H  2.980475  -3.659311  -0.117468
H  -2.359639  -2.869571  -4.312092
H  -3.152511  -2.546570  -2.738499
H  -1.973075  -3.937392  -2.960518
H  4.961034  1.281013  0.899313
H  5.254438  1.611686  -0.838003
H  0.110981  3.349315  5.882056
H  -1.100580  4.216362  4.973091
H  0.610431  4.715740  4.800550

Forces on atoms 1 to 3 (eV/Å):
-0.9 0.4 1.4
-0.8 -0.5 0.9
-0.2 0.4 -0.5

Atomic partial charges in e from the Löwdin method, atoms 1 to 5:
1. O 0.050
2. F 0.128
3. F 0.140
4. F 0.140
5. N 0.139



The following is a quantum chemistry calculation of a 2-piece molecular cluster, CHIN2 overall, from the Open Molecules 2025 dataset.

Values from the calculation:
HOMO-LUMO gap (spin up / spin down)	9.79 / 10.45	eV
HOMO energy (spin up / spin down)	-9.8 / -11.5	eV
spin multiplicity	3
energy relative to the best compared isomer or geometry (same formula, charge and spin)	0.0	kcal/mol
lowest unoccupied orbital energy (spin up / spin down)	0.00 / -1.04	eV

Geometry (Å):
C  1.818163  -0.221290  0.072545
N  2.283592  -1.259532  0.116741
N  -1.831397  0.177319  -0.301254
I  -3.623884  0.574033  0.061919
H  1.353524  0.729470  0.050048

Forces on atoms 1 to 3 (eV/Å):
-0.3 0.3 0.0
0.4 -0.6 0.0
1.8 -0.4 -0.3

How positive or negative is each atom? The Löwdin charges in e answer that:
1. C -0.106
2. N 0.050
3. N -0.701
4. I 0.723
5. H 0.033



The following is a quantum chemistry calculation of a 2-piece molecular cluster, C6H9O2 overall, from the Open Molecules 2025 dataset.

Values from the calculation:
HOMO-LUMO gap	8.39	eV
HOMO energy	-4.3	eV
net charge	-1
energy relative to the best compared isomer or geometry (same formula, charge and spin)	23.1	kcal/mol
lowest unoccupied orbital energy	4.08	eV

Geometry (Å):
O  -0.605436  1.879758  0.075654
C  -0.650528  1.353093  -1.074936
O  -0.699058  0.097415  -1.343774
C  -0.877356  2.335034  -2.260280
H  -0.125549  2.142963  -3.023630
H  -1.865180  2.193858  -2.719505
H  -0.789328  3.360674  -1.868860
C  -0.287179  -0.735115  2.794691
C  0.023807  -0.822207  1.463951
C  1.078143  -1.746500  0.968470
C  1.376708  -1.947862  -0.349573
H  0.310594  -1.316679  3.491241
H  -1.026729  -0.058526  3.207358
H  -0.380976  -0.123621  0.696031
H  1.629914  -2.364488  1.687021
H  2.066416  -2.764766  -0.570672
H  0.821739  -1.483037  -1.173183

Forces on atoms 1 to 3 (eV/Å):
0.3 -0.4 -1.1
-1.4 -0.8 0.5
0.4 1.9 0.0

Atomic partial charges in e from the Löwdin method, atoms 1 to 5:
1. O -0.104
2. C -0.718
3. O -0.140
4. C -0.059
5. H 0.048



The following is a quantum chemistry calculation of the molecule C20H28O2P2, from the Open Molecules 2025 dataset.

Values from the calculation:
HOMO-LUMO gap	10.31	eV
SMILES	CCCP(=O)(CCC)CCP(=O)(c1ccccc1)c1ccccc1
HOMO energy	-9.6	eV
energy relative to the best compared isomer or geometry (same formula, charge and spin)	1.7	kcal/mol
lowest unoccupied orbital energy	0.70	eV

Geometry (Å):
C  -3.806914  -0.923778  -2.480453
H  -4.043360  -1.702398  -1.758315
C  -2.322960  -0.597796  -2.404703
C  -1.939487  -0.052781  -1.035568
P  -2.029113  -1.391635  0.244847
O  -1.941638  -2.738913  -0.336429
C  -3.569273  -1.173858  1.243575
C  -3.566641  -0.143054  2.365999
C  -3.413544  1.289665  1.873503
H  -2.435623  1.446925  1.424759
H  -4.179472  1.525534  1.136976
H  -3.517576  1.983274  2.705150
H  -2.767455  -0.369128  3.073516
H  -4.514399  -0.232348  2.904577
H  -4.377606  -0.965206  0.536933
H  -3.747525  -2.173898  1.651601
C  -0.627583  -1.058714  1.397250
C  0.673897  -1.462066  0.711557
P  1.935418  -0.191679  1.148093
O  2.025354  0.058833  2.590735
C  1.402599  1.277033  0.208190
C  1.476829  1.347885  -1.176961
C  0.998987  2.467994  -1.832902
C  0.442405  3.512836  -1.111021
C  0.376044  3.447228  0.270975
C  0.860263  2.330876  0.929888
H  0.834990  2.260730  2.008465
H  -0.051249  4.264874  0.832814
H  0.065496  4.382561  -1.628715
H  1.057117  2.526509  -2.910027
H  1.912796  0.531927  -1.735403
C  3.504865  -0.720141  0.392376
C  4.661019  -0.301288  1.037262
C  5.902214  -0.634046  0.526430
C  5.989259  -1.388119  -0.632528
C  4.836838  -1.813257  -1.273809
C  3.593454  -1.481071  -0.765883
H  2.699218  -1.826637  -1.263535
H  4.907508  -2.408615  -2.172543
H  6.956529  -1.650793  -1.035001
H  6.800466  -0.308657  1.030170
H  4.564624  0.274843  1.946451
H  0.532959  -1.523895  -0.369371
H  1.026718  -2.434937  1.060552
H  -0.601232  -0.005202  1.683170
H  -0.790198  -1.648883  2.301382
H  -2.590694  0.775820  -0.761285
H  -0.911979  0.320836  -1.051749
H  -2.060488  0.134789  -3.173031
H  -1.753268  -1.510266  -2.591857
H  -4.069087  -1.285072  -3.472067
H  -4.409493  -0.042852  -2.264027

Forces on atoms 1 to 3 (eV/Å):
0.2 0.0 -0.1
-0.1 -0.1 0.0
-0.1 0.0 -0.1

Atomic partial charges in e from the Löwdin method, atoms 1 to 5:
1. C -0.115
2. H 0.059
3. C -0.303
4. C -0.246
5. P 0.674